1.
C22H36HgO2P2 | ωB97M-V with the def2-TZVPD basis set

```
63
Properties=species:S:1:pos:R:3:forces:R:3
Hg 2.52389 0.31811 1.83916 -0.118 0.447 -0.025
P 0.31627 1.63521 -2.37521 -2.528 -0.009 -1.495
P 0.33212 -2.23058 -3.15774 -2.548 0.457 -0.847
O -0.07470 0.61152 3.69108 0.662 0.361 -0.072
O 2.07277 1.35767 3.98590 -1.473 -0.179 -0.015
C 1.66121 2.43707 -1.46028 0.313 -0.132 0.129
C 2.16035 -1.63865 2.71125 -0.188 -0.818 0.208
C -3.11064 -0.93065 -1.96961 -0.769 0.098 0.336
C -1.10548 2.43036 7.43846 0.235 0.027 -0.042
C -0.28597 -2.25795 -1.41573 2.024 0.266 0.777
C -0.08975 3.01948 8.20967 0.161 -0.221 -0.805
C -2.77831 -1.91136 -0.78619 -1.646 0.875 -0.075
C -0.82856 1.83029 6.19430 0.361 0.131 0.081
C -0.67392 0.14570 -0.36490 -0.351 0.674 -0.262
C 0.29003 -0.99644 -0.66148 -0.084 -0.698 0.269
C 1.48796 2.40098 6.44927 -0.239 0.049 0.063
C 0.25999 -0.73480 -4.20655 -0.178 0.412 -0.653
C 1.98563 -2.91423 -3.45412 0.317 -0.203 0.176
C -1.26378 0.81650 -1.69572 0.465 -0.205 2.948
C 0.83434 1.19298 4.31494 0.633 0.119 0.107
C 0.98304 0.55533 -3.71316 0.600 -0.103 -0.502
C -0.85772 -3.34742 -3.95713 0.354 -0.204 -0.497
C -1.62990 -2.72958 -1.09247 -0.111 -1.112 -0.319
C 1.20560 3.00252 7.68023 -0.136 -0.106 -0.083
C -1.99366 -0.14688 -2.51527 2.092 -0.733 -2.058
C 0.48440 1.80532 5.67054 -0.388 0.433 1.041
C -0.41266 3.04556 -3.28915 0.358 -0.083 -0.111
H -0.29089 3.50471 9.17275 -0.006 -0.271 -0.460
H -3.51881 -1.52765 -2.80686 0.137 -0.003 0.333
H -1.63237 1.37891 5.60761 0.277 0.141 0.175
H -1.29461 2.70761 -3.84984 0.260 0.064 0.162
H 2.50646 2.39836 6.06770 -0.237 -0.001 0.027
H 1.54855 -1.56190 3.62637 0.333 0.274 -0.523
H -2.64398 -1.36155 0.15837 -0.226 -0.164 -0.369
H 2.01935 3.47852 8.21613 -0.036 -0.057 0.078
H -0.79987 -0.56047 -4.46554 0.776 -0.074 0.527
H 0.35147 3.44168 -3.97515 -0.337 0.042 0.138
H 1.99179 3.28672 -2.08832 -0.169 -0.412 0.207
H 0.33518 -3.12559 -1.10250 0.266 0.176 0.168
H -2.18913 0.18356 -3.54198 -0.307 0.281 0.212
H -0.10974 0.91044 0.20748 -0.292 -0.398 -0.044
H -3.67412 -2.53396 -0.61293 0.430 0.067 -0.094
H -1.05210 -4.21508 -3.31287 0.014 0.305 -0.159
H -0.44429 -3.70987 -4.90404 -0.091 0.038 0.056
H -1.47159 -0.21095 0.30078 0.513 0.546 -0.312
H 1.31037 2.84214 -0.49539 0.151 -0.358 -0.334
H 2.27042 -3.63422 -2.67597 0.007 0.273 -0.153
H 2.73537 -2.11258 -3.53399 -0.239 -0.274 0.237
H -0.71092 3.83389 -2.58198 0.092 -0.302 -0.182
H 2.51317 1.75199 -1.30008 -0.498 0.277 0.218
H 0.70193 -1.02349 -5.18731 0.424 0.008 0.533
H 1.63412 -2.25583 1.96508 0.380 -0.004 0.334
H -1.79128 -2.80665 -4.16558 0.276 -0.104 0.327
H 1.96758 -3.44451 -4.41712 -0.065 0.179 0.256
H -1.81849 -3.80841 -1.10857 0.426 0.325 -0.056
H -1.95186 1.63167 -1.36889 0.860 0.626 0.146
H -2.12627 2.46660 7.82116 0.175 -0.146 -0.202
H 1.17369 -0.59303 -1.20352 -0.176 -0.301 0.184
H 2.03439 0.31678 -3.47044 -0.328 0.111 -0.005
H 1.03205 1.23696 -4.58158 0.089 -0.280 0.267
H 3.16902 -2.00926 2.93354 -0.344 -0.189 -0.103
H -3.95461 -0.27051 -1.69565 -0.227 -0.279 0.567
H 0.68746 -1.37107 0.29903 -0.124 0.342 -0.431
```
Positions in Å, forces in eV/Å.

## Properties
LUMO (spin up / spin down), eV: -0.4 / -0.7
Relative energy (zero: lowest compared OMol25 entry of this formula, charge and spin), eV: 2.3044
HOMO (spin up / spin down), hartree: -0.2178 / -0.2024
HOMO-LUMO gap (spin up / spin down), hartree: 0.202 / 0.177

=====

2.
C26H24CsN3O7S2 | ωB97M-V with the def2-TZVPD basis set

```
63
Properties=species:S:1:pos:R:3:forces:R:3
Cs 0.50864 -0.40365 -0.02973 2.729 0.581 -3.637
S -1.77986 -2.44475 0.73213 -0.492 -0.750 -0.129
S -0.80938 -0.18684 3.33451 0.141 0.227 0.546
O -0.30166 0.20870 4.64082 0.037 -0.036 -0.023
O -1.43719 2.72656 -2.24850 -0.021 0.058 0.024
O -0.60407 -2.99310 0.05419 -0.197 -0.264 0.023
O -3.00980 -3.15840 0.44178 -0.074 -0.015 0.044
O 0.15287 0.08236 2.25623 -0.723 0.475 2.862
O -2.15856 0.27278 3.07971 -0.060 0.034 -0.120
O -1.87413 -1.00638 0.56144 -1.529 -0.527 0.586
N -3.24039 2.74052 -0.86473 0.111 -0.078 -0.127
N 3.19156 0.58192 -1.44736 -0.010 0.046 -0.099
N -3.43217 -0.16337 -2.09970 -0.065 0.039 -0.048
C 4.52552 4.48864 -2.30527 0.036 -0.091 0.019
C -1.08686 -4.74863 3.91180 -0.002 -0.017 0.058
C -5.83047 -1.04169 -1.01169 -0.007 0.008 0.025
C -1.50244 -4.21986 2.70454 0.008 0.167 0.046
C -1.40485 -2.84973 2.45215 0.100 0.171 0.048
C 5.44826 3.45569 -2.15798 -0.095 -0.019 0.031
C 4.15705 -2.78475 -0.36101 -0.004 0.065 -0.054
C -5.08455 -0.06119 -0.38269 0.003 -0.044 0.017
C 3.67657 1.82862 -1.67084 0.079 -0.085 -0.034
C -4.15007 -1.11485 -2.68836 0.057 0.072 0.087
C 5.47137 -1.21759 0.87096 -0.048 -0.006 -0.080
C -0.90507 -1.99573 3.44258 -0.130 -0.097 -0.124
C 4.87956 -0.16916 0.18845 -0.026 -0.079 0.002
C 3.56072 -1.74767 -1.05988 0.112 -0.040 0.086
C -5.35433 -1.58872 -2.19099 -0.019 0.020 -0.024
C 5.04647 2.16383 -1.85478 -0.027 0.055 0.030
C -3.88506 0.34996 -0.95581 -0.068 0.015 -0.040
C 2.75630 2.89603 -1.85261 0.058 0.013 -0.029
C -2.83734 4.66729 -2.27591 0.020 0.011 -0.015
C -3.04255 1.41566 -0.29341 -0.235 -0.152 0.105
C 3.17271 4.17825 -2.15496 0.008 -0.040 0.002
C 3.89123 -0.38928 -0.81085 0.194 0.125 -0.075
C -2.42363 3.28194 -1.80962 -0.003 -0.068 0.132
C 5.12646 -2.54235 0.60872 -0.021 0.050 -0.010
C -0.55590 -3.90914 4.88339 0.012 -0.053 -0.004
C -0.47397 -2.54782 4.65021 -0.112 0.000 -0.093
H -5.40034 0.35542 0.56577 0.031 0.000 -0.002
H -5.89344 -2.37359 -2.70581 0.035 -0.010 0.003
H -2.00954 1.12843 -0.39857 0.198 0.162 -0.119
H -3.72797 -1.52912 -3.59915 -0.026 0.009 0.001
H 3.85967 -3.80587 -0.57554 -0.026 0.003 -0.014
H 5.13868 0.85160 0.44064 0.023 -0.017 0.009
H 2.81750 -1.95745 -1.82249 0.010 0.029 0.046
H -6.75973 -1.39047 -0.57686 0.020 -0.009 0.015
H 4.84870 5.49644 -2.53700 -0.009 0.009 0.000
H 5.78734 1.37730 -1.77714 0.008 0.020 0.027
H -1.90411 -4.85037 1.92187 0.020 -0.011 0.034
H 6.21141 -0.99943 1.63493 -0.012 0.022 0.018
H 2.42793 4.95885 -2.27867 -0.013 -0.023 0.007
H 6.50763 3.66269 -2.28253 0.004 -0.019 -0.021
H -3.25736 1.44460 0.77484 0.045 -0.017 0.014
H -3.64569 4.58511 -3.00583 0.006 0.001 0.026
H -3.17472 5.28771 -1.44346 -0.027 -0.008 -0.037
H 1.69992 2.66918 -1.76200 0.004 0.015 0.006
H -1.97944 5.13371 -2.75355 -0.020 -0.002 0.001
H -1.16678 -5.81468 4.09562 0.007 0.016 -0.026
H -0.20417 -4.31927 5.82392 -0.021 0.026 -0.002
H -0.08608 -1.86752 5.39457 0.008 -0.017 0.012
H -4.05068 3.25983 -0.57993 -0.007 0.046 -0.002
H 5.58029 -3.35719 1.15944 0.003 0.002 -0.005
```
Positions in Å, forces in eV/Å.

## Properties
LUMO, eV: 3.9
Relative energy (zero: lowest compared OMol25 entry of this formula, charge and spin), eV: 0.8564
HOMO, hartree: -0.0388
HOMO-LUMO gap, hartree: 0.180
Net charge: -2

=====

3.
C5H10NO2 | ωB97M-V with the def2-TZVPD basis set

```
18
Properties=species:S:1:pos:R:3:forces:R:3
O 0.17860 0.07579 -2.17951 0.140 0.787 1.464
O -1.05496 -0.38503 -1.51375 -0.984 0.513 -2.658
N 0.79446 2.08433 -0.89813 -0.619 1.363 -0.366
C 0.96561 -0.65654 1.56809 -1.043 -0.716 1.872
C 0.97666 0.59054 -1.18650 -2.983 -2.828 3.883
C 0.29963 -0.27340 0.27632 1.543 1.221 -2.370
C -0.87269 -0.65016 -0.23507 1.253 1.062 0.096
C -2.03931 -1.33370 0.33991 1.236 -2.453 0.806
H 0.79551 -1.77341 1.80411 0.217 1.510 -0.689
H -1.55840 -2.39849 0.46224 -1.630 1.509 -0.013
H -0.12549 2.27876 -0.37623 1.037 -0.452 -1.639
H 0.97645 2.70419 -1.76483 -0.824 -1.040 1.550
H 1.44486 2.41616 -0.17720 0.471 -0.409 -0.238
H 0.32707 -0.14945 2.42671 1.991 -0.664 -1.342
H 2.09690 -0.55164 1.62632 -1.646 0.440 -0.003
H -2.97166 -1.34569 -0.23151 0.563 -0.011 -0.156
H 1.97785 0.28952 -1.26177 1.479 0.255 -0.605
H -2.21111 -0.92177 1.32081 -0.201 -0.086 0.409
```
Positions in Å, forces in eV/Å.

## Properties
LUMO, eV: -3.8
Relative energy (zero: lowest compared OMol25 entry of this formula, charge and spin), eV: 5.4962
HOMO, hartree: -0.4691
Structure (SMILES): CC1=C(C)[C@H]([NH3+])OO1
HOMO-LUMO gap, hartree: 0.330
Net charge: +1

=====

4.
C31H30IN5P2Sn | ωB97M-V with the def2-TZVPD basis set

```
70
Properties=species:S:1:pos:R:3:forces:R:3
I 6.48869 2.44340 -3.53887 0.084 0.071 -0.034
Sn 0.75521 1.28027 -1.01863 0.299 0.077 0.201
P 0.12586 0.26027 1.58557 0.176 -0.061 -0.203
P -0.62862 -1.13829 -0.73912 -0.555 0.710 0.162
N 2.86220 0.55825 -2.37821 0.240 -0.076 -0.159
N -0.60141 3.27271 -1.32668 -0.269 0.018 -0.123
N 3.62667 -0.50125 -2.68868 0.006 -0.058 -0.064
N -0.47286 -1.21231 0.97198 0.318 -0.320 -0.031
N -1.91320 3.55966 -1.30897 -0.084 -0.028 0.058
C 0.46011 -0.08947 4.34445 0.022 -0.070 0.062
C -2.72181 -4.57204 -1.19318 0.011 -0.008 -0.017
C -4.45120 1.24946 -1.74570 0.031 0.001 -0.012
C 4.90802 1.22935 -3.06096 -0.088 0.031 0.047
C -2.12592 0.78369 4.90743 0.039 -0.006 0.016
C -0.01201 -0.10305 5.64911 -0.001 0.021 -0.021
C 1.94047 0.12786 1.59540 0.054 -0.030 0.085
C 4.00000 -0.84068 0.78217 -0.012 0.028 0.004
C 4.85660 -0.14304 -3.10673 -0.044 -0.143 0.037
C -1.94934 -5.27979 -2.11220 -0.028 0.026 0.027
C -2.16912 4.75874 -1.85233 -0.005 -0.003 0.010
C -3.00500 0.33161 -0.04787 -0.060 -0.106 0.084
C -1.15523 -2.76066 -1.30210 0.270 0.021 0.130
C -3.56209 0.83282 -2.73185 -0.018 0.006 0.031
C -2.40173 0.16310 -2.37466 0.052 0.034 0.042
C -0.12929 -2.49806 1.63516 -0.232 0.044 0.062
C 2.68175 1.13652 2.22653 -0.011 0.025 -0.081
C 4.06347 1.14461 2.14013 0.019 -0.026 -0.041
C -0.36850 0.35408 3.31439 -0.156 0.001 -0.113
C 4.72534 0.15257 1.41989 -0.032 0.032 0.005
C -2.33199 -3.30870 -0.78667 -0.021 -0.055 -0.055
C -1.65852 0.80352 3.60400 -0.015 0.083 0.075
C -0.96280 5.29182 -2.25463 0.035 -0.046 0.012
C -1.30324 0.32475 5.92940 0.008 0.002 -0.034
C -0.78705 -4.72901 -2.62936 0.016 0.031 0.007
C -0.38243 -3.46494 -2.21919 -0.006 -0.074 -0.024
C -2.12178 -0.10598 -1.02908 -0.044 -0.223 -0.140
C -4.16892 1.00582 -0.40591 0.045 0.018 -0.023
C 3.64154 1.61424 -2.60349 -0.042 0.015 0.024
C -0.01890 4.32349 -1.90956 0.027 0.112 0.015
C 2.61068 -0.85059 0.85994 0.060 -0.029 0.088
H -1.66770 0.30730 6.94823 0.012 0.010 -0.016
H -2.26233 -6.26659 -2.42721 -0.001 0.016 0.004
H 5.80651 0.15212 1.36812 -0.027 0.009 -0.002
H -3.12561 1.13420 5.12778 0.022 -0.009 0.006
H 0.33083 -3.19620 0.93656 0.007 0.017 -0.020
H 3.24802 -1.43086 -2.62634 0.020 0.021 -0.003
H 3.27781 2.61816 -2.44006 0.013 -0.018 0.024
H 4.51738 -1.62260 0.24082 -0.019 0.007 0.003
H 2.17588 1.90903 2.79601 0.007 -0.016 0.004
H -0.79362 6.24306 -2.72797 0.002 -0.025 0.019
H 4.62952 1.91897 2.64154 -0.013 -0.020 -0.004
H -2.81552 0.09853 0.99282 0.013 -0.007 -0.023
H 0.63220 -0.44914 6.44681 -0.023 0.004 -0.013
H 1.05277 4.35188 -2.04299 -0.030 -0.016 -0.015
H 5.59757 -0.86908 -3.40083 -0.041 0.008 0.003
H -5.36875 1.75319 -2.02275 0.021 -0.011 0.009
H -3.63098 -5.00700 -0.79968 0.015 -0.003 -0.010
H -3.17251 5.14872 -1.91224 0.027 -0.025 0.010
H -2.56912 2.89451 -0.92367 -0.012 0.007 -0.028
H -1.72891 -0.18908 -3.15295 -0.015 0.005 0.010
H 1.46932 -0.42737 4.14137 -0.043 0.003 -0.022
H -3.78396 1.01146 -3.77593 0.011 0.006 0.020
H -0.19444 -5.28059 -3.34684 -0.017 0.005 0.007
H -2.29725 1.19095 2.81996 0.021 -0.014 -0.036
H -4.86674 1.31726 0.36100 0.004 -0.002 -0.007
H -2.93834 -2.75197 -0.08063 0.017 -0.009 -0.018
H 0.57519 -2.31513 2.44590 -0.034 0.013 -0.015
H 2.05673 -1.65340 0.38907 0.005 -0.013 -0.032
H 0.52512 -3.02987 -2.62129 -0.010 0.003 0.019
H -1.02266 -2.96523 2.04447 -0.022 0.008 0.017
```
Positions in Å, forces in eV/Å.

## Properties
LUMO, eV: -6.3
HOMO, hartree: -0.4924
HOMO-LUMO gap, hartree: 0.262
Net charge: +2